{"formula": "C53H45N3P2RbS", "method": "ωB97M-V/def2-TZVPD", "elements": ["Rb", "C", "C", "C", "C", "C", "C", "C", "C", "C", "S", "C", "N", "H", "H", "H", "H", "H", "H", "H", "H", "C", "N", "C", "P", "C", "C", "C", "C", "C", "C", "C", "C", "C", "C", "C", "C", "C", "C", "C", "C", "C", "C", "P", "C", "C", "C", "C", "C", "C", "C", "C", "C", "C", "C", "C", "H", "H", "H", "H", "H", "H", "H", "H", "H", "H", "H", "H", "H", "H", "H", "H", "H", "H", "H", "H", "H", "H", "H", "H", "H", "H", "H", "H", "H", "C", "C", "C", "C", "N", "C", "C", "C", "C", "C", "C", "C", "H", "H", "H", "H", "H", "H", "H", "H"], "positions_angstrom": [[-0.0480, -0.4052, 2.4467], [2.1244, -3.1525, 3.0279], [3.1510, -2.0785, 2.7975], [4.4401, -2.4263, 2.3268], [5.3326, -1.4285, 2.0822], [4.9761, -0.0812, 2.3179], [5.8690, 0.9798, 2.0440], [5.4553, 2.2627, 2.2734], [4.1811, 2.5290, 2.7821], [3.2597, 1.5372, 3.0789], [1.6891, 1.9592, 3.6706], [3.6831, 0.1767, 2.8229], [2.8005, -0.8370, 3.0220], [2.5962, -4.0858, 3.3352], [1.5485, -3.3516, 2.1224], [1.4264, -2.8439, 3.8087], [4.6886, -3.4663, 2.1532], [6.3235, -1.6482, 1.7004], [6.8487, 0.7595, 1.6425], [6.1173, 3.0935, 2.0596], [3.8786, 3.5549, 2.9520], [-1.7065, 1.8873, -1.3622], [-0.4998, 1.1547, -1.6548], [0.2065, 0.5126, -0.5773], [1.8059, 1.2040, 0.1069], [2.8133, 1.1267, -1.4183], [3.7181, 0.0737, -1.4963], [4.4370, -0.1544, -2.6594], [4.2753, 0.6882, -3.7469], [3.4020, 1.7638, -3.6642], [2.6780, 1.9803, -2.5082], [1.4477, 2.9869, 0.2454], [2.4554, 3.9277, 0.0571], [2.2215, 5.2717, 0.2964], [0.9768, 5.6970, 0.7283], [-0.0300, 4.7654, 0.9394], [0.2103, 3.4238, 0.7107], [-0.1840, 0.8952, -2.9848], [0.5468, -0.2353, -3.3836], [0.8577, -0.4413, -4.7115], [0.4550, 0.4532, -5.6922], [-0.2659, 1.5695, -5.3108], [-0.5780, 1.7957, -3.9825], [-2.7642, 1.1040, -0.0235], [-4.2871, 2.0642, -0.3552], [-4.2678, 3.4478, -0.1724], [-5.4090, 4.2043, -0.3675], [-6.5978, 3.5873, -0.7319], [-6.6294, 2.2123, -0.9008], [-5.4839, 1.4564, -0.7191], [-3.1766, -0.5028, -0.7740], [-3.4909, -1.5396, 0.1006], [-3.8587, -2.7838, -0.3878], [-3.8805, -3.0090, -1.7525], [-3.5345, -1.9922, -2.6311], [-3.1920, -0.7435, -2.1462], [-2.3107, 1.9372, -2.2750], [-1.5024, 2.9237, -1.0540], [0.4621, -0.5196, -0.8293], [-0.4788, 0.3967, 0.2652], [3.8473, -0.5788, -0.6411], [5.1243, -0.9866, -2.7115], [4.8372, 0.5165, -4.6546], [3.2654, 2.4191, -4.5122], [1.9773, 2.8037, -2.4604], [3.4393, 3.6067, -0.2643], [3.0188, 5.9863, 0.1503], [0.7972, 6.7448, 0.9202], [-0.9941, 5.0807, 1.3109], [-0.5763, 2.7053, 0.9199], [0.8938, -0.9512, -2.6601], [1.4267, -1.3207, -4.9800], [0.7047, 0.2851, -6.7274], [-0.5785, 2.2934, -6.0519], [-1.0954, 2.7036, -3.7107], [-3.3571, 3.9420, 0.1381], [-5.3710, 5.2753, -0.2277], [-7.4932, 4.1741, -0.8768], [-7.5509, 1.7213, -1.1815], [-5.5186, 0.3852, -0.8701], [-3.4004, -1.3900, 1.1674], [-4.0661, -3.5889, 0.3019], [-4.1306, -3.9885, -2.1329], [-3.5205, -2.1737, -3.6964], [-2.9155, 0.0318, -2.8476], [-2.1814, -3.0690, 5.7300], [-1.6439, -4.3049, 5.3962], [-1.3158, -4.5570, 4.0836], [-1.5247, -3.5751, 3.1025], [-2.0083, -2.3708, 3.4445], [-2.3300, -2.1447, 4.7116], [-1.2205, -3.8433, 1.6708], [-1.4228, -5.1563, 1.2334], [-1.1426, -5.5050, -0.0750], [-0.6556, -4.5273, -0.9338], [-0.4886, -3.2300, -0.4752], [-0.7780, -2.7946, 0.8323], [-2.4568, -2.8207, 6.7447], [-1.4784, -5.0593, 6.1553], [-0.8728, -5.5026, 3.8037], [-2.7246, -1.1559, 4.9271], [-1.8233, -5.9114, 1.9020], [-1.3072, -6.5186, -0.4198], [-0.4230, -4.7808, -1.9643], [-0.1480, -2.5064, -1.2148]], "forces_ev_per_a": [[-0.058, -0.094, 0.708], [-0.005, 0.024, 0.101], [0.005, -0.015, -0.010], [0.017, 0.026, -0.038], [-0.019, -0.026, -0.019], [0.214, 0.034, -0.034], [-0.008, -0.004, -0.014], [0.191, -0.064, -0.068], [-0.101, 0.175, 0.035], [-0.142, -0.096, 0.045], [0.028, 0.112, 0.189], [-0.163, 0.132, -0.102], [-0.029, -0.171, 0.198], [0.014, -0.042, 0.018], [-0.047, 0.018, -0.066], [0.021, -0.026, -0.026], [0.004, 0.009, 0.006], [0.034, -0.002, -0.004], [0.087, -0.017, -0.020], [0.044, 0.023, -0.015], [-0.010, -0.002, -0.002], [-0.297, 0.274, -0.165], [0.049, -0.103, -0.241], [0.071, -0.246, 0.126], [0.005, 0.113, -0.194], [0.028, -0.016, 0.154], [-0.048, -0.077, 0.014], [0.037, -0.014, -0.069], [0.062, 0.019, 0.005], [0.054, 0.004, -0.061], [-0.075, 0.129, 0.004], [-0.016, -0.053, 0.013], [0.073, -0.096, -0.019], [-0.007, 0.040, -0.020], [-0.065, -0.016, 0.033], [0.064, 0.078, 0.001], [-0.005, -0.122, 0.052], [0.081, 0.005, -0.005], [-0.105, 0.131, 0.072], [-0.017, -0.040, -0.031], [0.013, -0.046, -0.022], [-0.012, 0.067, -0.076], [-0.025, -0.005, 0.038], [0.061, -0.001, -0.042], [0.090, 0.051, 0.020], [0.003, -0.062, 0.036], [-0.087, 0.005, -0.041], [0.020, 0.012, 0.017], [-0.106, 0.081, -0.021], [0.035, -0.091, -0.043], [0.056, -0.020, 0.107], [0.022, 0.045, -0.072], [-0.030, -0.021, -0.029], [-0.007, -0.025, 0.037], [-0.029, -0.028, -0.036], [0.079, 0.053, 0.023], [0.055, 0.011, 0.234], [-0.143, -0.141, -0.083], [-0.029, -0.010, 0.078], [-0.008, 0.196, -0.496], [0.013, -0.030, 0.063], [0.065, -0.062, -0.012], [0.024, -0.026, -0.070], [-0.004, 0.059, -0.084], [-0.008, 0.033, 0.012], [-0.011, -0.017, -0.012], [0.065, 0.068, -0.011], [-0.024, 0.094, 0.013], [-0.103, 0.050, 0.039], [0.093, 0.055, 0.065], [0.044, -0.101, 0.124], [0.040, -0.055, -0.018], [0.037, -0.024, -0.145], [-0.019, 0.037, -0.046], [-0.018, 0.063, -0.003], [0.120, 0.022, 0.029], [-0.012, 0.081, 0.010], [-0.069, 0.051, -0.015], [-0.067, -0.019, -0.019], [-0.007, 0.002, 0.020], [-0.017, 0.013, 0.104], [-0.018, -0.060, 0.045], [-0.025, -0.094, -0.033], [0.000, -0.023, -0.086], [-0.008, 0.055, -0.039], [0.009, -0.003, 0.009], [-0.063, 0.049, 0.114], [0.053, -0.036, -0.124], [-0.015, 0.002, 0.004], [-0.093, -0.116, -0.209], [0.004, 0.054, 0.244], [-0.120, 0.094, 0.044], [0.007, -0.095, -0.074], [-0.031, -0.084, -0.068], [0.016, -0.101, -0.093], [-0.111, 0.086, 0.026], [0.301, -0.133, -0.023], [-0.013, 0.013, 0.036], [0.009, -0.004, 0.025], [0.007, 0.010, -0.009], [-0.014, 0.017, 0.033], [-0.023, -0.028, 0.029], [-0.004, -0.029, -0.021], [0.004, -0.005, -0.010], [0.058, 0.058, -0.048]], "orbital_gap_ev": 5.8, "charge": -1, "lumo_ev": 2.2}